DFT (ωB97M-V/def2-TZVPD) results for an isolated ion of composition C39H42F6N5O and charge +1.

Values from the calculation:
* LUMO energy: -0.080 Ha
* HOMO energy: -9.1 eV
* frontier orbital gap: 0.2559 hartree
* charge: +1
* strongest force on any atom: 2.3 eV/A

Each atom is followed by the atoms it is bonded to, with distances in Å.
CARTESIAN COORDINATES (ANGSTROEM)
1 C 2.4625 0.0305 -0.6519  C4 1.370, C57 1.510, H86 1.097
2 C -6.7877 0.6327 3.8080  F6 1.381, F38 1.377, F60 1.370, C74 1.511
3 H -5.7084 -1.8324 3.9293  C10 1.087
4 C 1.4545 -0.8233 -1.0138  C1 1.370, C36 1.486, C79 1.489
5 H -3.5008 -1.4171 -5.5540  C92 1.105
6 F -7.3986 0.3054 2.6132  C2 1.381
7 H -2.3203 2.8921 3.3120  N73 1.005
8 C 4.5700 2.1933 -2.9078  C34 1.403, H64 1.095, C88 1.401
9 C -3.6044 -1.3780 3.7844  C10 1.394, C49 1.507, C69 1.386
10 C -4.9585 -1.0518 3.8314  H3 1.087, C9 1.394, C74 1.395
11 H -1.9804 -1.0755 -6.4149  C92 1.097
12 H -1.2971 -5.0296 3.0280  C33 1.104
13 C -0.2262 -3.6704 0.8158  C17 1.414, H52 1.082, C85 1.376
14 H 7.9178 2.6734 -2.4578  C75 1.089
15 C 0.9283 2.7669 0.1403  C16 1.541, H43 1.106, C53 1.537, N55 1.542
16 C 0.4451 4.1735 -0.2642  C15 1.541, H41 1.094, H63 1.090, C66 1.500
17 C 0.8623 -4.3460 1.4141  C13 1.414, C26 1.417, N68 1.363
18 H -4.1646 1.4405 -5.4384  C72 1.100
19 C -1.4948 0.0633 -4.0522  C27 1.417, N50 1.359, C90 1.410
20 H -0.5886 -6.6776 3.3135  C33 1.101
21 C -0.0173 -1.5117 -2.9371  C27 1.380, H51 1.091, C79 1.411
22 H 3.1007 3.6348 -2.1394  C56 1.085
23 H -2.6398 2.4078 -5.4133  C72 1.109
24 H -1.5923 -0.6829 3.5911  C69 1.079
25 H 1.6569 1.7799 1.8958  C53 1.103
26 C 2.1712 -3.9011 1.1049  C17 1.417, C81 1.384, H84 1.086
27 C -0.9489 -1.2378 -3.9178  C19 1.417, C21 1.380, H40 1.088
28 H 2.2710 -6.7564 2.2087  C39 1.110
29 O -0.4033 0.5565 2.3677  C59 1.227
30 H 6.0626 3.2947 -3.9929  C88 1.083
31 H 1.8341 3.5611 1.9514  C53 1.115
32 F -1.8608 -2.9974 4.0352  C49 1.371
33 C -0.6775 -5.8398 2.6042  H12 1.104, H20 1.101, N68 1.444, H93 1.099
34 C 4.2797 1.5214 -1.7113  C8 1.403, C35 1.390, C57 1.576
35 C 5.3254 1.0049 -0.9553  C34 1.390, C42 1.415, H80 1.094
36 C 1.2851 -2.0978 -0.2683  C4 1.486, C81 1.411, C85 1.410
37 H -0.8705 -2.0946 -0.4500  C85 1.086
38 F -7.4472 -0.0590 4.7989  C2 1.377
39 C 1.7508 -6.0817 2.9196  H28 1.110, H65 1.097, N68 1.455, H83 1.097
40 H -1.2805 -2.0410 -4.5734  C27 1.088
41 H 0.4547 4.8761 0.5748  C16 1.094
42 C 6.6461 1.4217 -1.2451  C35 1.415, C75 1.391, H77 1.080
43 H 0.2463 1.9420 -0.1387  C15 1.106
44 H -1.4016 2.0860 -3.2660  C90 1.086
45 C -0.1176 0.7764 -2.1866  H62 1.090, C79 1.407, C90 1.380
46 H 1.5437 5.7322 -1.2850  C66 1.086
47 H 2.1164 1.6090 -2.1302  C57 1.085
48 H -0.4104 3.7327 2.7003  N76 1.017
49 C -3.2091 -2.8307 3.8479  C9 1.507, F32 1.371, F78 1.366, F87 1.380
50 N -2.4722 0.3382 -4.9557  C19 1.359, C72 1.450, C92 1.443
51 H 0.3812 -2.5216 -2.8345  C21 1.091
52 H -1.2388 -3.9924 1.0204  C13 1.082
53 C 1.1493 2.7300 1.6608  C15 1.537, H25 1.103, H31 1.115, N76 1.459
54 C -2.9988 0.9423 3.5411  C69 1.396, C70 1.409, N73 1.395
55 N 2.3398 2.6107 -0.4603  C15 1.542, C56 1.535, C57 1.565, H58 1.049
56 C 2.6848 3.9219 -1.1797  H22 1.085, N55 1.535, C66 1.505, H91 1.095
57 C 2.7675 1.3603 -1.2992  C1 1.510, C34 1.576, H47 1.085, N55 1.565
58 H 2.9531 2.5491 0.3886  N55 1.049
59 C -0.8239 1.6667 2.6773  O29 1.227, N73 1.385, N76 1.380
60 F -7.0134 1.9670 4.0236  C2 1.370
61 H -4.6698 2.3353 3.5975  C70 1.085
62 H 0.1641 1.5667 -1.4906  C45 1.090
63 H -0.6098 4.1754 -0.5397  C16 1.090
64 H 3.7720 2.4722 -3.6044  C8 1.095
65 H 1.3440 -6.6360 3.7747  C39 1.097
66 C 1.3809 4.6590 -1.3318  C16 1.500, H46 1.086, C56 1.505, H82 1.083
67 H -3.4060 1.9025 -3.8843  C72 1.102
68 N 0.6502 -5.3679 2.2907  C17 1.363, C33 1.444, C39 1.455
69 C -2.6310 -0.3991 3.6577  C9 1.386, H24 1.079, C54 1.396
70 C -4.3575 1.2974 3.6526  C54 1.409, H61 1.085, C74 1.391
71 H 3.3916 -2.4535 0.0946  C81 1.093
72 C -3.2050 1.5894 -4.9221  H18 1.100, H23 1.109, N50 1.450, H67 1.102
73 N -2.0465 1.9258 3.2751  H7 1.005, C54 1.395, C59 1.385
74 C -5.3155 0.2960 3.7750  C2 1.511, C10 1.395, C70 1.391
75 C 6.9094 2.2969 -2.2940  H14 1.089, C42 1.391, C88 1.386
76 N -0.0870 2.8074 2.4308  H48 1.017, C53 1.459, C59 1.380
77 H 7.4487 1.0931 -0.6021  C42 1.080
78 F -3.8408 -3.4948 4.8612  C49 1.366
79 C 0.4517 -0.5045 -2.0668  C4 1.489, C21 1.411, C45 1.407
80 H 5.1449 0.3470 -0.0999  C35 1.094
81 C 2.3728 -2.7865 0.3099  C26 1.384, C36 1.411, H71 1.093
82 H 0.9922 4.5032 -2.3306  C66 1.083
83 H 2.4883 -5.3677 3.3062  C39 1.097
84 H 3.0289 -4.4360 1.5020  C26 1.086
85 C -0.0103 -2.5907 -0.0092  C13 1.376, C36 1.410, H37 1.086
86 H 3.1891 -0.3285 0.0875  C1 1.097
87 F -3.5315 -3.4777 2.6725  C49 1.380
88 C 5.8758 2.6397 -3.1509  C8 1.401, H30 1.083, C75 1.386
89 H -3.4157 -0.0609 -6.7433  C92 1.098
90 C -1.0314 1.0688 -3.1787  C19 1.410, H44 1.086, C45 1.380
91 H 3.4007 4.4912 -0.5785  C56 1.095
92 C -2.8677 -0.6115 -5.9672  H5 1.105, H11 1.097, N50 1.443, H89 1.098
93 H -1.1869 -6.1993 1.6989  C33 1.099

Atom charges from the Löwdin analysis, given in e for atoms 1 to 2: -0.002, -0.491